[1]
C3H2Cl2N2O | ωB97M-V/def2-TZVPD

Each line ends with the natural charge from an NBO analysis.
Element x y z (Å)
C 0.652100 0.879109 -0.841631  0.0649
C 0.924046 -0.205619 -0.129038  -0.1472
C -0.496044 -0.823834 0.719116  -0.0973
N -1.369272 0.269132 0.934054  -0.2021
N -1.419628 1.261720 0.249728  0.2013
O -0.548679 1.526990 -0.765474  -0.3320
Cl 2.396502 -1.003734 0.069712  0.0737
Cl -1.252976 -1.989287 -0.392695  -0.0132
H 1.338306 1.410764 -1.487680  0.2161
H -0.224353 -1.325242 1.643904  0.2358

Cartesian forces, eV/Å:
C 0.607 -0.374 0.396
C -3.724 -0.978 1.958
C 4.063 0.999 -2.780
N -0.455 -0.649 0.903
N -1.223 1.393 0.376
O 0.539 -0.320 -0.895
Cl 0.289 -0.097 -0.128
Cl -0.090 -0.033 0.242
H 0.047 -0.066 0.047
H -0.053 0.126 -0.118

Summary:
SMILES   ClC1=CON=N[C@H]1Cl
Frontier orbital gap   9.920 eV
E_LUMO   0.2069 eV

[2]
C3H2Cl2O | ωB97M-V/def2-TZVPD

Each line ends with the natural charge from an NBO analysis.
Element x y z (Å)
C -1.312946 -1.553267 -0.290843  -0.1205
C -1.393396 -0.350534 -0.246076  -0.1442
C 1.368803 0.964570 0.183705  0.2836
O 0.915264 0.445079 -0.823911  -0.4865
Cl -0.930850 -3.149125 -0.283229  0.1272
Cl -2.037946 1.109419 -0.057681  0.1366
H 2.067144 0.542971 0.951737  0.0976
H 1.323927 1.990885 0.566300  0.1061

Cartesian forces, eV/Å:
C 0.436 0.578 0.109
C -0.791 -2.290 0.032
C 0.978 -0.504 -0.314
O 1.222 1.284 2.033
Cl -0.014 0.036 -0.103
Cl -0.253 1.458 0.058
H -0.318 -1.347 -0.773
H -1.259 0.786 -1.043

Summary:
SMILES   ClC#CCl.C=O
Frontier orbital gap   9.878 eV
E_LUMO   0.4785 eV

Q: Among the records above, which one has the highest E_LUMO?
A: C3H2Cl2O